1.
The following is a DFT calculation (ωB97M-V with the def2-TZVPD basis set) of a structure of composition C4H7HoO4 at a distorted geometry.

Computed properties:
HOMO level (spin up / spin down) in Ha: -0.409 / -0.524
E in eV: -38241.8143
Orbital gap (spin up / spin down) in eV: 6.863 / 9.123
Energy relative to the best compared isomer or geometry (same formula, charge and spin) in kcal per mole: 0.0
Charge: +1
F_max in Eh/bohr: 0.0812
2S+1: 6

Last column: Mulliken charge in e.
CARTESIAN COORDINATES (ANGSTROEM)
O 0.9992 0.2660 1.3054  -0.691
C 0.3901 -0.9647 1.0437  -0.519
C -0.4666 -0.8487 -0.2090  -0.323
O -1.2619 0.3300 -0.0659  -0.198
C -2.1989 0.5271 -1.1110  -0.692
Ho -0.1646 2.0818 1.1875  1.197
H -0.2336 -1.3102 1.8892  0.294
H 1.1315 -1.7666 0.8766  0.315
H -1.1235 -1.7237 -0.3333  0.362
H 0.1630 -0.7311 -1.1075  0.281
H -2.9153 -0.3064 -1.1352  0.277
H -2.7296 1.4637 -0.9066  0.292
H -1.6822 0.5987 -2.0799  0.325
O 2.9234 1.8534 0.0782  -0.437
C 3.2167 0.7223 0.3085  0.835
O 3.9522 -0.1915 0.2593  -0.315

***

2.
The following is a DFT calculation (ωB97M-V with the def2-TZVPD basis set) of an isolated molecule of C4H7I at a distorted geometry.

Computed properties:
HOMO level in Ha: -0.325
E in eV: -12360.8783
Orbital gap in eV: 9.577
Energy relative to the best compared isomer or geometry (same formula, charge and spin) in kcal per mole: 0.7
SMILES string: C/C=C(/C)I
F_max in Eh/bohr: 0.0787

Last column: Mulliken charge in e.
CARTESIAN COORDINATES (ANGSTROEM)
C -0.7770 0.9739 -1.4994  -1.432
C -0.1964 0.0696 -0.4851  0.083
C -0.2301 0.1159 0.8369  0.144
C 0.4467 -0.9281 1.7187  -1.399
I -1.3390 1.4703 1.9659  0.023
H -1.5358 0.5442 -2.0769  0.340
H -1.2737 1.7914 -1.1928  0.454
H -0.0656 1.4149 -2.1287  0.337
H 0.4916 -0.7290 -0.7518  0.286
H 1.4510 -0.7429 1.8007  0.323
H -0.0280 -0.7992 2.6356  0.490
H 0.2792 -1.8980 1.3618  0.351

***

3.
The following is a DFT calculation (ωB97M-V with the def2-TZVPD basis set) of a structure of composition C4H7I at a distorted geometry.

Computed properties:
HOMO level in Ha: -0.341
E in eV: -12359.4696
Orbital gap in eV: 9.761
Energy relative to the best compared isomer or geometry (same formula, charge and spin) in kcal per mole: 33.2
F_max in Eh/bohr: 0.0959

Last column: Mulliken charge in e.
CARTESIAN COORDINATES (ANGSTROEM)
C 0.3018 -1.2146 0.1394  -0.546
C 0.0598 0.2232 0.4277  0.183
C 1.1018 -0.1966 -0.5673  -0.332
C -1.2728 0.7969 0.0600  -1.243
I 3.1825 0.0613 -0.1648  0.017
H 0.8290 -1.8867 0.9537  0.209
H -0.4521 -1.9527 -0.3920  0.208
H 0.4069 0.7476 1.3910  0.316
H 0.8294 0.2671 -1.8425  0.297
H -1.6637 0.8841 -1.0193  0.314
H -1.2412 1.9316 0.3287  0.299
H -2.0815 0.3388 0.6854  0.278

***

4.
The following is a DFT calculation (ωB97M-V with the def2-TZVPD basis set) of a cluster of 2 separate species, C4H7I2P in total at a distorted geometry.

Computed properties:
HOMO level (spin up / spin down) in Ha: -0.336 / -0.321
E in eV: -29749.2551
Orbital gap (spin up / spin down) in eV: 6.969 / 6.277
Energy relative to the best compared isomer or geometry (same formula, charge and spin) in kcal per mole: 50.7
F_max in Eh/bohr: 0.0840

Last column: Mulliken charge in e.
CARTESIAN COORDINATES (ANGSTROEM)
C -0.6814 -0.4729 -0.8858  -0.303
C 0.8128 -0.8933 -0.7740  -0.713
C -0.8997 0.3603 0.3906  -0.632
C 0.2320 1.0601 0.8891  -0.734
P 1.7822 0.3629 0.2507  0.008
I -1.2453 -1.1783 2.1160  0.047
I -0.1824 3.4160 -0.8731  -0.158
H -0.8183 0.0393 -1.8756  0.311
H -1.2032 -1.5488 -0.9110  0.265
H 0.7268 -1.8747 -0.2181  0.299
H 1.1513 -1.1560 -1.7540  0.469
H -1.7796 0.8150 0.3904  0.573
H 0.2272 1.5201 1.8238  0.512
H 1.8775 -0.4499 1.4310  0.057

***

5.
The following is a DFT calculation (ωB97M-V with the def2-TZVPD basis set) of the ion C4H7IN with charge +1 at a distorted geometry.

Computed properties:
HOMO level (spin up / spin down) in Ha: -0.460 / -0.463
E in eV: -13840.7300
Orbital gap (spin up / spin down) in eV: 7.937 / 8.032
Energy relative to the best compared isomer or geometry (same formula, charge and spin) in kcal per mole: 104.4
Charge: +1
F_max in Eh/bohr: 0.0683

Last column: Mulliken charge in e.
CARTESIAN COORDINATES (ANGSTROEM)
C 0.6181 -1.3548 -0.2906  0.015
C 1.5899 -0.4871 -0.2580  -0.502
C -0.8495 -0.8455 -0.2838  -0.355
C 0.1128 1.4646 0.1115  -0.820
N -0.9316 0.5164 0.4281  -0.147
I 3.4430 0.1343 0.0549  0.372
H 0.7862 -2.4974 -0.3609  0.346
H -1.2363 -0.5553 -1.3213  0.297
H -1.4468 -1.6523 0.2783  0.378
H 0.5312 1.9413 1.0111  0.365
H 0.1275 2.0506 -0.8453  0.300
H -1.8850 0.9189 0.0567  0.384
H -0.8594 0.3662 1.4192  0.367

***

6.
The following is a DFT calculation (ωB97M-V with the def2-TZVPD basis set) of the ion C4H7IN with charge +1 at a distorted geometry.

Computed properties:
HOMO level in Ha: -0.494
E in eV: -13843.3407
Orbital gap in eV: 8.362
Energy relative to the best compared isomer or geometry (same formula, charge and spin) in kcal per mole: 44.2
SMILES string: C=[N+]=C(C)CI
Charge: +1
F_max in Eh/bohr: 0.0740

Last column: Mulliken charge in e.
CARTESIAN COORDINATES (ANGSTROEM)
C 1.7294 -0.3250 1.4926  -0.170
N 0.8512 -0.3014 0.6355  -0.015
C -0.1978 -0.0689 -0.0928  0.771
C -0.5621 1.3624 0.0181  -1.163
C -0.9862 -0.8986 -1.1386  -1.123
I 0.0195 -2.3416 -2.3655  0.201
H 2.7892 -0.4094 1.3531  0.295
H 1.5148 -0.6400 2.5064  0.281
H -0.2665 1.6859 1.0476  0.383
H 0.0003 1.9713 -0.7097  0.328
H -1.6699 1.5431 -0.2247  0.367
H -1.8623 -1.3967 -0.6721  0.410
H -1.3596 -0.1809 -1.8501  0.435

***

7.
The following is a DFT calculation (ωB97M-V with the def2-TZVPD basis set) of the ion C4H7IN with charge +1 at a distorted geometry.

Computed properties:
HOMO level in Ha: -0.451
E in eV: -13838.8808
Orbital gap in eV: 7.818
Energy relative to the best compared isomer or geometry (same formula, charge and spin) in kcal per mole: 147.0
Charge: +1
F_max in Eh/bohr: 0.0681

Last column: Mulliken charge in e.
CARTESIAN COORDINATES (ANGSTROEM)
C 0.7490 -0.3172 -1.3998  -0.077
C 1.9246 -0.6402 -2.6541  -0.230
C -0.2945 0.1343 -0.5988  -0.481
C -0.5791 -0.2472 0.8304  -0.452
N -0.5191 1.0843 1.6689  -0.383
I 1.3786 -2.2524 -3.8514  0.280
H 1.2828 -0.9130 -0.7488  0.197
H -0.9398 0.9356 -0.9577  0.307
H 0.0661 -1.0244 1.2635  0.388
H -1.6195 -0.6467 0.9789  0.325
H -0.4218 0.7839 2.6241  0.333
H -1.4231 1.6049 1.6680  0.349
H 0.3959 1.4980 1.1768  0.443

***

8.
The following is a DFT calculation (ωB97M-V with the def2-TZVPD basis set) of an isolated molecule of C4H7IN2 at a distorted geometry.

Computed properties:
HOMO level (spin up / spin down) in Ha: -0.306 / -0.306
E in eV: -15337.9052
Orbital gap (spin up / spin down) in eV: 7.576 / 7.574
Energy relative to the best compared isomer or geometry (same formula, charge and spin) in kcal per mole: 97.3
F_max in Eh/bohr: 0.0854

Last column: Mulliken charge in e.
CARTESIAN COORDINATES (ANGSTROEM)
C -0.4387 1.0767 0.1849  -0.290
C -0.3285 -0.2786 -0.5090  -0.388
C 2.5279 0.3643 -0.2006  -0.034
C -1.5348 -1.2335 0.0845  -1.119
N 0.8041 1.8889 0.0378  -1.001
N 1.8266 1.2641 0.1013  0.628
I 4.3667 -0.3824 0.5277  0.126
H -1.3542 1.5501 -0.2249  0.302
H -0.6462 0.6898 1.2113  0.257
H 0.6655 -0.6843 -0.3361  0.250
H -0.5555 0.0049 -1.5786  0.252
H -2.4211 -0.9521 -0.4148  0.328
H -1.6624 -1.0784 1.1716  0.331
H -1.2493 -2.2293 -0.0552  0.359